# 1
{
  "formula": "C19H22N2O3",
  "method": "ωB97M-V/def2-TZVPD",
  "symbols": ["O", "C", "N", "C", "C", "C", "C", "C", "O", "C", "C", "C", "N", "C", "O", "C", "C", "C", "C", "C", "C", "C", "C", "C", "H", "H", "H", "H", "H", "H", "H", "H", "H", "H", "H", "H", "H", "H", "H", "H", "H", "H", "H", "H", "H", "H"],
  "coordinates": [[0.952405, -1.542764, 1.926533], [1.628952, -1.599507, 0.918583], [1.508768, -2.600101, 0.023949], [0.476906, -3.615570, 0.142413], [-0.593583, -3.454399, -0.887409], [-0.571883, -3.605355, -2.244061], [-1.872524, -3.283435, -2.697193], [-2.581791, -2.962544, -1.582950], [-1.819263, -3.067010, -0.487294], [2.761705, -0.594586, 0.659719], [2.430896, 0.702183, 1.408033], [1.436736, 1.533124, 0.571399], [0.811447, 0.717701, -0.440703], [-0.441574, 0.202298, -0.427991], [-0.847724, -0.472719, -1.357266], [-1.303250, 0.499613, 0.784897], [-1.679667, 1.949485, 0.907957], [-2.037841, 2.676529, -0.221816], [-2.398731, 4.007496, -0.116145], [-2.411583, 4.629065, 1.121386], [-2.063307, 3.911367, 2.252676], [-1.698327, 2.580683, 2.146315], [1.735250, 0.276674, -1.464734], [3.021214, -0.259440, -0.811540], [2.002796, -2.563913, -0.851356], [0.037304, -3.502791, 1.135996], [0.947744, -4.601312, 0.054253], [0.262229, -3.908090, -2.845297], [-2.221803, -3.285303, -3.709014], [-3.599240, -2.654448, -1.447152], [3.661313, -1.043420, 1.096973], [1.990963, 0.436893, 2.369546], [3.337925, 1.278335, 1.591325], [1.969032, 2.336873, 0.048579], [0.682512, 1.995411, 1.203484], [-0.787396, 0.144817, 1.679644], [-2.210693, -0.098677, 0.661673], [-2.034109, 2.189032, -1.186038], [-2.673816, 4.561354, -1.001956], [-2.694454, 5.668108, 1.204122], [-2.075246, 4.388891, 3.221718], [-1.427084, 2.023851, 3.032563], [1.966242, 1.111274, -2.137619], [1.218039, -0.493046, -2.042331], [3.404047, -1.118344, -1.364878], [3.800464, 0.505718, -0.838992]],
  "atomic_forces_ev_per_a": [[-0.337, -0.007, 0.345], [0.683, 0.089, -0.152], [-0.002, -0.255, -0.251], [-0.266, -0.004, 0.029], [0.595, -0.349, -0.603], [0.104, -0.040, 0.684], [-0.424, 0.160, 0.334], [-0.174, -0.075, -0.936], [0.027, 0.003, 0.578], [0.021, 0.186, 0.225], [-0.042, -0.123, 0.056], [0.085, 0.141, 0.346], [0.317, 0.040, -0.216], [-0.271, 0.084, 0.116], [-0.280, -0.075, -0.089], [-0.098, -0.188, -0.017], [-0.106, 0.110, 0.027], [0.019, -0.037, 0.065], [-0.028, 0.055, -0.061], [-0.025, 0.103, 0.024], [-0.017, 0.073, 0.067], [-0.030, -0.069, -0.062], [-0.061, -0.087, -0.398], [-0.064, -0.024, 0.123], [0.047, 0.148, 0.091], [0.105, -0.136, -0.109], [-0.146, 0.119, 0.069], [0.216, -0.093, -0.067], [-0.155, 0.029, -0.181], [-0.109, 0.061, 0.126], [-0.095, 0.004, -0.023], [0.080, 0.070, -0.037], [0.046, -0.008, -0.015], [-0.103, 0.017, 0.064], [0.121, 0.033, -0.082], [-0.031, 0.028, 0.004], [0.159, -0.026, 0.002], [0.007, -0.049, -0.135], [-0.021, 0.043, -0.070], [-0.019, 0.080, 0.005], [0.002, 0.039, 0.073], [0.046, -0.071, 0.077], [-0.017, -0.084, -0.006], [0.116, 0.150, 0.054], [0.062, 0.028, -0.066], [0.061, -0.091, -0.009]],
  "smiles": "O=C(NCc1ccco1)C1CCN(C(=O)Cc2ccccc2)CC1",
  "multiplicity": 1,
  "relative_energy_kcal_mol": 28.8,
  "homo_ev": -8.2,
  "gap_ev": 8.95,
  "total_energy_ev": -29183.303
}

---

# 2
{
  "formula": "C19H22N2O4",
  "method": "ωB97M-V/def2-TZVPD",
  "symbols": ["C", "O", "C", "C", "C", "C", "O", "C", "C", "C", "C", "N", "C", "O", "N", "C", "C", "C", "C", "C", "C", "C", "O", "C", "C", "H", "H", "H", "H", "H", "H", "H", "H", "H", "H", "H", "H", "H", "H", "H", "H", "H", "H", "H", "H", "H", "H"],
  "coordinates": [[-3.789317, -4.329248, 0.635405], [-3.004147, -3.329797, 0.034539], [-3.418948, -2.032045, 0.139824], [-4.569787, -1.605953, 0.780447], [-4.885354, -0.254299, 0.814085], [-4.065135, 0.685626, 0.212891], [-4.312214, 2.030212, 0.189404], [-5.402469, 2.523546, 0.927017], [-2.890908, 0.261196, -0.431856], [-2.004738, 1.302666, -1.082276], [-2.583631, 1.722266, -2.433332], [-0.641675, 0.851175, -1.257208], [0.321365, 1.109228, -0.329087], [0.141112, 1.830280, 0.626437], [1.520763, 0.487193, -0.627771], [2.726419, 0.557007, 0.062205], [2.898337, 1.306758, 1.224995], [4.130594, 1.324572, 1.853507], [5.204239, 0.610472, 1.353638], [5.045969, -0.144452, 0.191799], [6.133973, -0.945145, -0.423714], [7.472221, -0.939356, 0.274008], [5.955556, -1.577168, -1.442697], [3.806002, -0.160842, -0.440671], [-2.590136, -1.083141, -0.461284], [-3.274843, -5.268226, 0.436887], [-3.868316, -4.182651, 1.717595], [-4.793431, -4.368744, 0.200036], [-5.236432, -2.302881, 1.262547], [-5.788025, 0.045341, 1.322361], [-5.322549, 2.263411, 1.987143], [-6.356516, 2.156845, 0.532904], [-5.363320, 3.606487, 0.818962], [-1.957551, 2.170041, -0.415530], [-2.660974, 0.860420, -3.093966], [-3.573929, 2.141422, -2.287823], [-1.947901, 2.471637, -2.898184], [-0.478145, 0.182030, -1.991797], [1.551463, -0.087850, -1.457800], [2.067111, 1.864938, 1.621345], [4.251729, 1.909878, 2.752998], [6.151237, 0.646177, 1.867422], [8.166369, -1.568707, -0.277202], [7.864212, 0.074204, 0.320337], [7.366943, -1.319732, 1.287528], [3.704857, -0.752182, -1.340332], [-1.693624, -1.443140, -0.940386]],
  "atomic_forces_ev_per_a": [[-0.104, -0.130, 0.076], [0.141, 0.265, -0.107], [-0.074, 0.083, -0.020], [0.175, -0.407, -0.047], [-0.019, 0.439, -0.044], [-0.047, -0.273, 0.018], [0.278, -0.130, -0.141], [-0.165, 0.100, 0.084], [-0.081, 0.130, 0.172], [-0.043, 0.213, 0.030], [0.106, 0.061, 0.215], [-0.328, -0.108, -0.345], [0.233, -0.182, -0.280], [-0.020, 0.179, 0.353], [-0.117, -0.244, -0.347], [0.344, 0.060, 0.270], [-0.090, 0.089, 0.082], [0.010, -0.023, -0.031], [0.119, -0.149, -0.153], [-0.679, 0.264, 0.038], [0.386, -0.132, 0.002], [0.046, -0.190, -0.252], [0.000, 0.039, 0.060], [0.058, 0.038, 0.081], [-0.167, -0.051, 0.100], [-0.078, 0.037, 0.043], [-0.013, 0.003, -0.034], [0.026, 0.010, 0.028], [-0.032, -0.095, 0.034], [-0.073, 0.070, 0.040], [-0.001, -0.013, -0.037], [0.045, -0.003, 0.028], [-0.057, -0.068, 0.042], [-0.002, -0.160, -0.161], [-0.027, -0.087, -0.105], [-0.131, 0.000, -0.043], [0.049, 0.075, -0.054], [0.110, 0.058, 0.058], [-0.060, 0.131, 0.145], [-0.007, 0.014, 0.020], [-0.004, 0.047, 0.067], [0.114, -0.015, 0.039], [-0.029, 0.003, -0.013], [0.044, 0.093, 0.083], [0.021, 0.030, 0.126], [-0.004, -0.058, -0.084], [0.146, -0.016, -0.035]],
  "smiles": "COc1ccc(OC)c([C@H](C)NC(=O)Nc2cccc(C(C)=O)c2)c1",
  "multiplicity": 1,
  "relative_energy_kcal_mol": 35.7,
  "homo_ev": -8.0,
  "gap_ev": 8.48,
  "total_energy_ev": -31230.688
}